Molecular formula: C3H9N2O2
Method: DFT, ωB97M-V/def2-TZVPD

The calculation puts the LUMO energy at -6.50 eV. The energy relative to the best compared isomer or geometry (same formula, charge and spin) is 352.9 kJ/mol. Its HOMO-LUMO gap is 5.28 eV. As for the net charge: +1.

Structure (XYZ):
```
16
C3H9N2O2, DFT ωB97M-V/def2-TZVPD
H -2.17 0.12 -0.51
H 3.37 -1.61 0.42
C 1.50 0.47 0.11
H -3.97 -1.06 -1.24
N -2.74 -0.09 0.26
H -4.88 -0.19 -0.18
C 3.03 0.33 0.12
H -4.22 -1.60 0.44
C -3.94 -0.75 -0.21
H -3.00 0.70 0.70
H 0.99 -0.37 0.31
O 3.59 1.50 -0.08
N 3.72 -0.78 -0.01
H 2.93 2.26 -0.18
H 4.69 -0.49 0.03
O 1.10 1.57 0.03
```

=====

Molecular formula: C39H54N2O2P2Re
Method: DFT, ωB97M-V/def2-TZVPD

The calculation puts the LUMO energy (alpha / beta) at -8.06 / -7.71 eV. The energy relative to the best compared isomer or geometry (same formula, charge and spin) is 13.8 kJ/mol. Its HOMO-LUMO gap (alpha / beta) is 4.46 / 4.84 eV. Its spin multiplicity is 4. As for the net charge: +2.

Structure (XYZ):
```
100
C39H54N2O2P2Re, DFT ωB97M-V/def2-TZVPD
C 3.39 -0.46 -1.03
C -1.91 1.40 0.86
H -0.58 2.29 2.27
H -3.37 -0.31 3.45
H -6.14 1.54 1.86
H 2.12 -2.67 0.61
N 2.28 0.40 -0.94
C -5.68 -2.51 -1.29
H -5.53 0.00 2.25
H 4.80 2.57 4.83
H -4.51 -1.62 -2.89
H -4.02 -4.96 -0.84
C -3.38 -3.17 -1.98
H -6.02 -3.53 -1.55
H 4.51 4.48 3.25
C 1.02 -2.58 0.57
C 4.88 2.51 -2.77
H 0.04 2.35 0.68
H 1.35 0.31 -3.53
H 8.31 3.84 -1.53
C -2.84 -2.14 0.61
H 0.11 0.79 1.62
C -0.52 1.69 1.36
H 5.55 3.07 -4.76
C -4.76 1.66 -1.56
H 0.14 -2.08 4.23
H -1.57 0.25 -2.43
C 4.73 2.40 3.76
C 4.79 0.87 1.87
C 1.12 -0.73 -3.32
H 2.69 -0.19 2.02
H 0.61 -3.57 0.88
C -2.98 0.79 1.62
H 1.19 -2.80 -1.52
C 4.53 1.93 0.99
H -5.03 2.71 -1.78
C 4.83 1.09 3.26
H 7.78 3.85 -3.98
H -0.57 2.01 -1.45
C -1.61 2.39 -1.48
C -4.38 -2.24 -1.99
H -5.68 1.07 -1.45
H 0.54 -3.48 3.20
H -2.81 -3.31 -2.87
C 4.44 3.22 1.49
C 5.80 3.04 -3.69
O 3.38 -1.65 -1.35
H 4.91 -0.15 1.48
H -1.53 -1.30 -3.37
H -1.78 -4.00 0.68
H 0.41 -1.07 -4.06
C -2.43 1.78 -0.39
H -2.38 -4.81 -1.28
H -1.99 -1.27 -1.58
C 0.00 -2.53 3.25
H -6.16 0.26 0.64
N 4.56 0.27 -0.76
C -4.34 -1.67 0.73
H -3.37 1.44 3.68
H -4.46 -1.42 1.82
H -1.55 3.47 -1.28
O 2.09 2.72 -0.69
H -6.49 -1.83 -1.56
H 2.04 -1.30 -3.34
H -3.50 -4.14 1.20
C 5.21 2.47 -1.40
H -1.07 -2.67 3.10
H -6.30 -1.97 0.66
C -5.58 0.71 1.44
C 2.76 1.69 -0.72
C -3.89 1.56 -0.38
C 7.35 3.48 -1.89
H -2.10 2.29 -2.47
H -5.43 -3.48 0.64
C 0.52 -2.31 -0.81
C 7.06 3.50 -3.25
C -3.22 -4.19 -0.94
C -1.34 -0.79 -2.39
C -2.89 0.61 3.12
C -4.23 0.99 0.91
H 2.79 -1.68 3.07
P 0.57 -1.39 1.97
H 1.88 -0.19 3.59
H 4.27 4.04 0.79
H 5.45 -0.15 -1.03
H -2.12 -1.94 1.50
C -2.82 -3.67 0.45
C 4.56 3.46 2.86
H 3.91 2.13 -3.13
H -4.25 1.28 -2.47
Re -3.32 -0.55 -0.39
H -0.51 -2.70 -0.90
C 6.45 2.96 -0.97
C -5.46 -2.49 0.23
H 4.96 0.23 3.94
H 6.69 2.91 0.08
C 4.33 1.66 -0.48
C 2.16 -0.83 2.74
P 0.37 -0.57 -1.65
H -1.83 0.60 3.48
```

=====

Molecular formula: C2H8NOP
Method: DFT, ωB97M-V/def2-TZVPD

The calculation puts the LUMO energy at 0.91 eV. The energy relative to the best compared isomer or geometry (same formula, charge and spin) is 231.9 kJ/mol. Its HOMO-LUMO gap is 10.11 eV. The SMILES is CPNCO.

Structure (XYZ):
```
13
C2H8NOP, DFT ωB97M-V/def2-TZVPD
P 0.67 -0.86 -1.33
C -0.63 1.39 -0.12
H -1.04 2.33 -0.31
H 0.70 1.44 1.34
H 1.28 1.16 -0.59
H 1.10 -1.52 0.97
H -0.60 -1.42 0.56
N 0.41 0.90 -0.90
O -0.31 1.38 1.24
H 0.32 -2.75 0.11
H -1.53 0.76 -0.29
H -0.71 -1.08 -1.98
C 0.33 -1.74 0.28
```

=====

Molecular formula: C4H5I
Method: DFT, ωB97M-V/def2-TZVPD

The calculation puts the LUMO energy at 0.33 eV. The energy relative to the best compared isomer or geometry (same formula, charge and spin) is 167.0 kJ/mol. Its HOMO-LUMO gap is 9.09 eV. The SMILES is CC1(I)C=C1.

Structure (XYZ):
```
10
C4H5I, DFT ωB97M-V/def2-TZVPD
H 0.83 -2.24 -0.80
H -1.94 0.15 -0.57
C 0.71 -0.76 1.01
C 0.27 0.07 -0.13
I 2.16 1.04 -1.21
H -1.26 1.23 0.76
C 0.56 -1.44 -0.11
H 0.81 -0.69 2.12
H -1.01 1.80 -0.83
C -1.12 0.84 -0.24
```

=====

Molecular formula: C18H24F25N3O5P
Method: DFT, ωB97M-V/def2-TZVPD

The calculation puts the LUMO energy at -3.73 eV. Its HOMO-LUMO gap is 8.61 eV. As for the net charge: +1.

Structure (XYZ):
```
76
C18H24F25N3O5P, DFT ωB97M-V/def2-TZVPD
C 1.40 8.97 1.37
H 1.75 -2.95 1.20
F -1.08 -1.72 0.07
F -1.30 9.15 -0.89
H -0.71 2.48 -1.01
N 1.06 -10.59 3.80
F -0.63 -3.87 0.09
N -0.74 -8.90 2.66
H -1.88 -8.01 4.23
F -2.00 3.55 -2.10
F 1.46 3.67 -1.57
H -1.57 -9.76 4.42
F 2.40 0.01 2.82
C 0.35 3.79 -2.37
F -0.85 4.38 -0.44
H 0.78 -7.10 0.92
F 2.15 11.14 1.84
F -0.27 9.34 -3.36
H 1.67 2.83 -3.67
F 0.38 0.72 0.05
H -0.81 -6.49 1.49
H 0.23 -3.14 2.05
C -1.16 2.97 -5.25
C -1.88 -8.98 3.72
F -1.81 2.14 -4.42
P 0.17 -10.47 2.57
F 2.39 8.84 0.47
C -0.45 8.20 -1.32
C 0.59 2.84 -3.55
F -2.06 4.98 -4.39
C 0.19 7.47 -0.13
F 2.09 1.85 0.83
C 0.49 8.78 -2.39
O 0.82 -1.25 1.98
F 1.28 9.73 -1.87
H 0.94 -11.44 4.33
F 1.89 8.55 2.56
H -3.24 -10.05 2.59
C -0.83 3.47 -1.44
H 1.10 7.99 -2.83
O 0.91 -10.23 1.19
H 0.28 1.82 -3.31
H 1.13 6.99 -0.42
C -0.08 -2.61 0.06
H 1.26 -8.21 2.98
F -0.27 -2.72 -2.27
F -1.04 2.34 -6.44
C 0.76 -2.51 1.34
H -0.51 6.68 0.11
F 0.29 5.06 -2.80
C 1.12 0.98 1.16
F 1.24 -1.36 -1.46
H 1.39 -3.35 -1.37
C 0.65 -2.55 -1.29
F 0.83 -5.64 2.26
O 0.10 3.25 -4.81
F 0.46 10.95 0.46
H 0.36 -10.11 0.41
C 1.76 -0.31 1.68
H -1.56 -11.76 2.90
C 0.26 -7.79 2.90
F -3.21 3.89 -5.90
C 1.03 10.45 1.58
H -1.49 4.83 -6.30
O 0.32 8.20 1.08
O -0.94 -11.54 2.19
C -1.97 4.24 -5.52
N -3.17 -9.24 3.20
H 0.33 10.54 2.41
H 0.04 -7.32 3.86
H -1.22 -8.75 1.77
H 0.48 1.42 1.93
F 2.68 -0.78 0.82
H -3.58 -8.45 2.72
F -1.18 7.26 -1.98
C 0.21 -6.75 1.78
```

=====

Molecular formula: C6H11N2O
Method: DFT, ωB97M-V/def2-TZVPD

The calculation puts the LUMO energy at -3.06 eV. The energy relative to the best compared isomer or geometry (same formula, charge and spin) is 119.5 kJ/mol. Its HOMO-LUMO gap is 10.34 eV. The SMILES is CCn1cc(C)[nH+]c1O. As for the net charge: +1.

Structure (XYZ):
```
20
C6H11N2O, DFT ωB97M-V/def2-TZVPD
H -0.10 -3.30 -0.21
O -0.56 -2.56 0.03
N -0.55 -0.11 -0.27
C 2.92 0.79 0.05
C -2.61 0.76 0.62
H -2.58 0.30 1.67
H 0.20 1.82 -0.55
H -2.03 1.58 0.88
H -2.41 -0.98 -0.80
H -3.66 0.98 0.34
C -2.01 0.07 -0.55
C 1.56 0.26 -0.05
H -1.98 0.74 -1.36
H 3.28 0.86 1.03
H 3.57 0.24 -0.48
H 2.15 -1.73 0.20
H 2.99 1.82 -0.32
C 0.07 -1.31 0.00
C 0.39 0.83 -0.42
N 1.35 -1.07 0.20
```